Density functional theory data (ωB97M-V with the def2-TZVPD basis set) for a 2-piece molecular cluster, C11H15N overall in a non-equilibrium geometry.

The LUMO energy is 0.9 eV. The calculation puts the orbital gap at 8.3552 eV. As for the SMILES: Cc1c[nH]c2ccccc12.CC. Its relative energy (zero: lowest compared OMol25 entry of this formula, charge and spin) is 68.8 kcal per mole.

Last column: Mulliken charge in e.
Element x y z (Å)
C (2.33, -2.77, -0.87)  -1.33
C (1.39, -1.96, -1.58)  0.49
C (1.09, -2.23, -2.93)  -0.77
N (0.32, -1.21, -3.43)  -0.11
C (-0.16, -0.40, -2.46)  -0.18
C (-1.07, 0.63, -2.44)  -0.99
C (-1.02, 1.50, -1.25)  -0.62
C (-0.38, 0.94, -0.13)  -0.09
C (0.48, -0.13, -0.10)  -0.26
C (0.64, -0.84, -1.29)  1.00
H (2.53, -2.30, 0.11)  0.35
H (3.31, -2.71, -1.44)  0.28
H (2.03, -3.79, -0.72)  0.30
H (1.30, -2.98, -3.51)  0.62
H (-0.17, -1.46, -4.25)  0.25
H (-1.56, 1.10, -3.22)  0.39
H (-1.37, 2.47, -1.04)  0.41
H (-0.45, 1.48, 0.92)  -0.07
H (1.18, -0.52, 0.74)  0.12
C (-1.27, 2.54, 4.07)  -0.89
C (-1.40, 1.25, 3.26)  -0.51
H (-0.13, 2.60, 4.25)  0.21
H (-1.65, 3.34, 3.42)  0.27
H (-1.68, 2.42, 5.01)  0.36
H (-0.65, 1.38, 2.50)  0.05
H (-1.29, 0.43, 3.82)  0.45
H (-2.34, 1.22, 2.55)  0.27